Density functional theory data (ωB97M-V with the def2-TZVPD basis set) for 9 unconnected molecules or ions with the total composition C53H131N9O15 in a non-equilibrium geometry.

Spin multiplicity: 1
SMILES: CC1(C)CCCC(C)(C)N1O.COC[C@H](C)N.COC[C@H](C)N.COCCNCCOC.COCCNCCOC.COCCNCCOC.COCCNCCOC.COCCNCCOC.COCCNCCOC
Kohn-Sham gap, eV: 8.731
Energy above the lowest of the compared OMol25 structures with the same formula, charge and spin, eV: 5.333
HOMO, Ha: -0.30607

Geometry as XYZ:
```
208
Properties=species:S:1:pos:R:3:lowdin_charge:R:1
C 19.76475 18.14248 0.24206 -0.056
C 18.77753 17.12682 -0.33815 -0.474
C 19.20577 15.77339 0.32310 -0.051
C 17.36161 17.45912 0.13849 -0.136
C 16.72476 18.58994 -0.71417 -0.145
C 16.68755 18.30483 -2.25568 -0.123
C 18.05262 17.92901 -2.82470 -0.545
C 17.84528 17.10398 -4.07672 -0.057
C 18.73353 19.17834 -3.23605 -0.057
N 18.82620 16.99372 -1.88274 -0.059
O 20.11391 16.56048 -2.39573 -0.026
H 19.51573 18.64258 1.17801 0.080
H 20.83912 17.97650 0.32128 0.080
H 19.80771 18.98090 -0.45316 0.064
H 19.18651 15.67278 1.40827 0.087
H 18.60337 15.04399 -0.21836 0.077
H 20.24026 15.52912 0.08170 0.069
H 16.81467 16.51649 0.15844 0.115
H 17.45810 17.80532 1.16753 0.112
H 15.70138 18.63959 -0.34226 0.102
H 17.15287 19.58853 -0.62679 0.106
H 16.50087 19.31336 -2.62459 0.109
H 15.93358 17.60538 -2.61677 0.116
H 17.19285 17.65098 -4.75732 0.090
H 17.44122 16.12593 -3.81545 0.088
H 18.80559 16.91359 -4.55597 0.080
H 18.21856 19.66057 -4.06693 0.095
H 19.78341 18.98273 -3.45419 0.089
H 18.80119 19.82335 -2.35998 0.076
H 19.92744 15.62931 -2.53624 0.093
C 28.65704 18.55477 -8.30892 -0.048
O 27.92239 17.28504 -8.52394 -0.203
C 27.28785 16.62543 -7.48565 -0.237
C 28.36334 16.09103 -6.49247 -0.407
C 29.39308 15.13869 -7.14060 -0.062
N 27.68878 15.42553 -5.32691 0.030
H 29.58856 18.30245 -7.80224 0.072
H 28.05929 19.16454 -7.63144 0.082
H 28.94779 19.24268 -9.10285 0.082
H 26.51173 17.21557 -6.99833 0.114
H 26.64374 15.83989 -7.88081 0.124
H 28.99191 16.90827 -6.13874 0.118
H 30.23254 15.00158 -6.45897 0.076
H 29.70359 15.52330 -8.11208 0.069
H 28.87953 14.21829 -7.41850 0.074
H 26.82202 14.97589 -5.58506 0.059
H 27.46722 16.18997 -4.70509 0.057
C 10.84939 26.39954 -3.29792 -0.142
O 12.14062 25.95488 -3.01447 -0.192
C 12.71443 26.64758 -1.85303 -0.167
C 13.94783 27.46810 -2.26494 -0.438
C 15.20993 26.62843 -2.55315 -0.052
N 14.22193 28.53651 -1.31239 0.026
H 10.17912 26.40089 -2.43836 0.086
H 10.55888 25.97669 -4.25963 0.094
H 10.90417 27.47338 -3.47663 0.076
H 12.01752 27.39614 -1.47613 0.102
H 12.82912 25.95328 -1.02064 0.125
H 13.59942 27.94290 -3.18215 0.127
H 16.06505 27.27580 -2.74752 0.067
H 15.15756 25.96319 -3.41501 0.076
H 15.45278 25.99473 -1.70019 0.076
H 15.05835 29.02658 -1.59582 0.067
H 13.43118 29.11463 -1.06621 0.068
C 21.85055 6.14525 -4.56016 -0.074
O 21.61544 7.41083 -3.89616 -0.191
C 22.73480 8.20257 -3.57168 -0.263
C 22.50371 9.73878 -3.30301 -0.187
N 21.76267 10.25069 -4.46102 -0.069
C 22.44196 9.98258 -5.78725 -0.153
C 21.69953 10.68014 -7.01478 -0.216
O 22.32278 10.41448 -8.24381 -0.200
C 22.04544 11.23184 -9.36113 -0.107
H 20.97290 5.72253 -5.04918 0.084
H 22.33421 5.42431 -3.90105 0.085
H 22.48540 6.38599 -5.41287 0.077
H 23.54207 8.21463 -4.30399 0.100
H 23.23152 7.89124 -2.65275 0.109
H 23.51077 10.14788 -3.22197 0.112
H 21.94815 9.87536 -2.37522 0.110
H 20.84197 9.84530 -4.37112 0.096
H 22.42412 8.92688 -6.05796 0.094
H 23.47745 10.32052 -5.74650 0.119
H 21.65924 11.74816 -6.80071 0.110
H 20.65871 10.36539 -7.09040 0.113
H 21.09300 10.86328 -9.74209 0.086
H 22.85985 11.21018 -10.08526 0.085
H 21.96492 12.30223 -9.17172 0.080
C 24.32708 24.38250 -0.89909 -0.106
O 23.84697 25.67063 -0.57514 -0.186
C 24.29551 26.08054 0.65133 -0.265
C 23.60961 27.41643 1.05073 -0.115
N 22.08296 27.33009 1.15544 -0.063
C 21.57967 26.48192 2.16612 -0.247
C 21.98902 26.89832 3.62145 -0.190
O 23.22525 26.38792 4.05237 -0.221
C 23.42519 25.01187 4.33590 -0.092
H 25.36108 24.46165 -1.23477 0.085
H 23.76503 24.04772 -1.77095 0.090
H 24.31295 23.63524 -0.10569 0.087
H 25.37697 26.20639 0.59937 0.122
H 24.13532 25.21803 1.29826 0.092
H 23.92999 28.17638 0.33804 0.112
H 24.01117 27.62296 2.04279 0.102
H 21.67597 27.03878 0.27818 0.099
H 21.79212 25.43848 1.93336 0.106
H 20.49010 26.47079 2.13738 0.114
H 21.29622 26.49370 4.35930 0.110
H 21.92396 27.98612 3.59780 0.125
H 24.37497 24.85150 4.84609 0.088
H 23.66622 24.50078 3.40382 0.062
H 22.54832 24.60634 4.84062 0.091
C 11.46506 13.47756 1.90931 -0.091
O 11.10500 12.68309 0.76721 -0.195
C 11.65679 13.13894 -0.41793 -0.243
C 10.90708 12.54614 -1.64812 -0.194
N 9.90773 13.50127 -2.20034 -0.075
C 8.89150 14.20193 -1.28032 -0.142
C 9.22729 15.69185 -1.08874 -0.245
O 8.13366 16.35456 -0.51514 -0.215
C 8.27007 17.78333 -0.29643 -0.079
H 10.73804 14.27707 1.76670 0.074
H 12.39915 14.03663 1.96407 0.084
H 11.25836 13.05081 2.89078 0.086
H 12.50973 12.46119 -0.45332 0.116
H 11.84438 14.19927 -0.58704 0.124
H 10.52233 11.53415 -1.52194 0.108
H 11.63775 12.30590 -2.42045 0.102
H 9.55149 13.10477 -3.05823 0.088
H 8.56893 13.64133 -0.40296 0.118
H 8.12522 14.15366 -2.05401 0.108
H 9.34621 16.07518 -2.10217 0.119
H 10.07193 15.88664 -0.42787 0.107
H 8.46256 18.30005 -1.23668 0.081
H 9.07892 17.98263 0.40652 0.080
H 7.30883 18.11786 0.09373 0.085
C 17.85014 21.15392 7.86852 -0.091
O 16.84557 21.89320 7.16258 -0.217
C 16.02600 22.75559 7.93714 -0.214
C 15.22606 23.71191 7.01878 -0.225
N 14.50096 24.73489 7.74564 -0.035
C 14.46434 26.02847 6.94977 -0.191
C 13.37539 26.11384 5.87826 -0.239
O 12.13998 26.05348 6.59230 -0.179
C 11.10405 25.52580 5.74072 -0.104
H 17.35304 20.37605 8.44810 0.083
H 18.39286 21.80252 8.55616 0.080
H 18.47436 20.84454 7.03022 0.090
H 16.56789 23.32739 8.69046 0.114
H 15.34280 22.11566 8.49555 0.115
H 14.59448 23.17719 6.30934 0.112
H 15.83283 24.20686 6.26053 0.110
H 13.53001 24.48840 7.87443 0.095
H 15.37694 26.30755 6.42309 0.107
H 14.37750 26.95314 7.52033 0.109
H 13.43180 25.32889 5.12411 0.113
H 13.65769 27.04343 5.38402 0.117
H 10.13967 25.61927 6.24005 0.084
H 11.36087 24.50484 5.45826 0.084
H 10.86869 26.05425 4.81690 0.081
C 16.97255 8.31049 -9.33352 -0.154
O 16.86080 9.48622 -10.03298 -0.189
C 15.51900 9.84537 -10.36163 -0.205
C 15.44600 10.99038 -11.39381 -0.186
N 15.42028 12.29786 -10.69802 -0.077
C 15.36639 13.47522 -11.54982 -0.184
C 14.04532 13.52835 -12.37757 -0.241
O 14.23811 12.81877 -13.55238 -0.215
C 13.25077 12.90082 -14.58545 -0.083
H 17.59012 8.46000 -8.44787 0.083
H 17.39110 7.44608 -9.84898 0.083
H 15.99681 7.96917 -8.98777 0.081
H 15.02005 10.08875 -9.42359 0.125
H 15.06246 9.01250 -10.89641 0.114
H 14.59445 10.70431 -12.01118 0.110
H 16.30937 10.93193 -12.05658 0.120
H 16.28007 12.34721 -10.17036 0.105
H 16.24448 13.47364 -12.19563 0.115
H 15.40432 14.31038 -10.85042 0.113
H 13.73972 14.54974 -12.60449 0.109
H 13.11373 13.26265 -11.87794 0.120
H 13.20343 13.88386 -15.05395 0.085
H 12.26095 12.93742 -14.13044 0.075
H 13.31924 11.97941 -15.16374 0.094
C 7.03539 18.40184 -9.32885 -0.057
O 7.84154 19.26035 -10.24739 -0.186
C 9.23017 19.28666 -9.96892 -0.230
C 9.93103 20.66053 -10.22416 -0.241
N 11.34190 20.55449 -10.06307 -0.080
C 11.88982 21.90381 -10.28646 -0.196
C 13.42793 21.76766 -10.18667 -0.167
O 14.00205 20.96056 -11.27732 -0.225
C 15.36843 21.12472 -11.59663 -0.125
H 6.92912 17.37088 -9.66634 0.074
H 5.98013 18.67488 -9.32727 0.075
H 7.46750 18.49405 -8.33243 0.079
H 9.77513 18.50626 -10.50006 0.115
H 9.50377 19.15360 -8.92224 0.109
H 9.45496 21.40951 -9.59133 0.123
H 9.81107 21.02243 -11.24531 0.111
H 11.73900 19.98256 -10.79472 0.109
H 11.50040 22.64488 -9.58842 0.121
H 11.62105 22.19647 -11.30146 0.113
H 13.71500 21.24735 -9.27290 0.117
H 13.91897 22.73604 -10.28273 0.109
H 15.48557 20.64663 -12.56915 0.081
H 15.94875 20.51934 -10.90031 0.086
H 15.73217 22.12882 -11.81480 0.084
```